Entry 1:
21
Properties=species:S:1:pos:R:3 method="wB97M-V/def2-TZVPD" de_lowest_kj_mol=193.3 lumo_ev=0.3 smiles=O.O.O.O.O.O.S homo_lumo_gap_ev=9.9
O -0.993 0.704 -3.284
H -1.352 1.534 -3.008
H -1.783 0.174 -3.226
O -2.453 -3.919 4.412
H -2.130 -3.048 4.502
H -3.373 -3.796 4.179
O 1.872 2.160 -3.283
H 0.979 1.905 -3.121
H 2.077 1.811 -4.216
O 1.537 2.543 -0.136
H 2.263 2.974 -0.550
H 1.544 1.594 -0.398
O 1.143 -1.137 -0.504
H 0.971 -0.978 0.434
H 2.079 -1.380 -0.615
O 1.164 0.150 2.540
H 0.978 0.758 3.377
H 1.930 0.595 2.091
S -2.370 -0.676 -0.116
H -2.734 -0.316 1.142
H -1.349 -1.653 -0.221

Entry 2:
93
Properties=species:S:1:pos:R:3 method="wB97M-V/def2-TZVPD" s2=2.008 spin_multiplicity=3 de_lowest_kj_mol=3.5 lumo_ev="-0.2 / -0.3" homo_lumo_gap_ev="6.6 / 7.0"
Ti 0.253 -0.510 0.498
Br -2.996 -3.120 3.491
C -2.209 -1.428 3.826
C -2.433 -0.808 5.067
C -1.882 0.409 5.341
Br -2.226 1.219 7.016
C -1.063 1.062 4.383
C -0.442 2.315 4.561
C 0.323 2.846 3.562
C 0.505 2.116 2.382
N -0.033 0.930 2.188
C -0.831 0.395 3.160
C -1.442 -0.864 2.828
O -1.217 -1.395 1.661
H -3.048 -1.304 5.805
H -0.579 2.849 5.492
H 0.811 3.802 3.689
H 1.125 2.495 1.579
C 2.600 -1.643 -2.422
As 2.096 -0.009 -1.495
C 3.889 0.635 -1.115
C 1.559 1.029 -3.077
C 0.950 2.438 -2.896
C 1.063 3.107 -4.276
C -0.549 2.386 -2.548
As -1.205 1.291 -1.039
C -2.717 0.469 -1.954
C -2.229 2.575 0.003
C 1.776 3.205 -1.849
As 1.720 5.152 -1.425
C 0.230 5.194 -0.151
C 0.731 6.040 -2.867
H 3.349 -1.449 -3.190
H 1.719 -2.091 -2.879
H 3.006 -2.335 -1.684
H 4.456 0.781 -2.035
H 4.371 -0.127 -0.502
H 3.855 1.561 -0.547
H 0.850 0.395 -3.621
H 2.452 1.111 -3.703
H 0.701 2.426 -5.049
H 2.105 3.348 -4.500
H 0.477 4.022 -4.339
H -1.093 2.000 -3.414
H -0.910 3.403 -2.378
H -3.354 1.231 -2.403
H -3.291 -0.106 -1.227
H -2.357 -0.209 -2.727
H -2.821 3.228 -0.638
H -1.570 3.168 0.633
H -2.893 2.000 0.650
H 2.829 3.053 -2.098
H 1.633 2.740 -0.863
H 0.450 4.549 0.700
H -0.709 4.887 -0.608
H 0.123 6.213 0.220
H 1.311 6.060 -3.788
H 0.589 7.069 -2.533
H -0.247 5.598 -3.050
C 0.702 -2.888 4.552
S 2.501 -2.846 4.741
C 2.841 -1.262 4.073
C 2.758 -0.910 2.775
S 2.230 -1.848 1.400
S 3.254 0.735 2.444
C 3.550 1.267 4.060
S 4.026 2.796 4.425
S 3.344 -0.012 5.193
H 0.375 -3.828 4.996
H 0.436 -2.865 3.497
H 0.247 -2.056 5.085
C -1.637 -2.987 -3.937
C -0.817 -3.796 -2.934
Sb -0.816 -2.876 -0.989
C -0.125 -4.527 0.211
C -0.098 -5.891 -0.470
C -2.922 -3.048 -0.613
C -3.447 -4.479 -0.602
H -1.661 -3.476 -4.913
H -1.216 -1.988 -4.081
H -2.671 -2.868 -3.606
H 0.220 -3.881 -3.261
H -1.204 -4.809 -2.825
H -0.781 -4.518 1.084
H 0.866 -4.245 0.566
H -1.087 -6.199 -0.813
H 0.263 -6.654 0.223
H 0.568 -5.894 -1.335
H -3.432 -2.442 -1.363
H -3.059 -2.565 0.355
H -3.302 -4.974 -1.565
H -4.517 -4.494 -0.381
H -2.949 -5.075 0.163

Entry 3:
66
Properties=species:S:1:pos:R:3 method="wB97M-V/def2-TZVPD" s2=3.770 spin_multiplicity=4 de_lowest_kj_mol=0.0 lumo_ev="-3.2 / -5.0" charge=+1 homo_lumo_gap_ev="7.1 / 7.0"
C 2.125 -0.004 1.517
C 2.273 -0.631 0.221
C 1.927 0.323 -0.770
H 2.650 -1.628 0.029
C 1.622 1.564 -0.113
C 1.775 1.374 1.288
H 1.424 2.508 -0.606
C -1.257 -1.656 1.491
C -0.033 -2.092 0.869
C -0.214 -1.929 -0.569
H 0.759 -2.659 1.343
C -1.584 -1.538 -0.792
C -2.165 -1.289 0.463
H 1.992 0.198 -1.845
H 1.712 2.142 2.050
H 2.406 -0.416 2.478
H -3.159 -0.876 0.583
H 0.424 -2.356 -1.346
H -1.478 -1.723 2.546
Re 0.284 -0.013 0.529
C -2.359 -1.477 -2.102
C -3.731 -2.139 -1.924
C -1.629 -2.160 -3.266
H -3.653 -3.183 -1.599
H -4.276 -2.112 -2.878
H -4.331 -1.589 -1.187
H -1.551 -3.239 -3.083
H -0.624 -1.761 -3.432
H -2.203 -2.025 -4.192
C -2.660 0.005 -2.418
C -1.444 0.863 -2.556
H -3.270 0.420 -1.604
H -3.253 0.060 -3.340
O -0.676 1.087 -1.598
N -1.238 1.456 -3.746
C -0.207 2.483 -3.947
H -2.005 1.429 -4.402
C 1.156 1.929 -4.320
C 2.296 2.595 -3.848
H 2.146 3.502 -3.256
C 3.573 2.111 -4.142
H 4.446 2.630 -3.744
C 3.720 0.969 -4.942
H 4.722 0.593 -5.173
C 2.583 0.334 -5.456
H 2.692 -0.543 -6.095
C 1.299 0.814 -5.154
H 0.410 0.339 -5.576
H -0.117 3.066 -3.020
H -0.586 3.141 -4.744
O -2.481 2.530 2.425
C -1.580 1.703 2.495
O -1.040 1.138 1.412
C -1.088 1.322 3.883
C -0.229 0.240 4.165
C 0.110 -0.100 5.479
C -0.402 0.644 6.562
C -1.246 1.742 6.302
C -1.575 2.074 4.988
N -0.080 0.282 7.905
O 0.665 -0.701 8.103
O -0.562 0.971 8.834
H 0.182 -0.374 3.357
H 0.759 -0.949 5.673
H -1.645 2.310 7.132
H -2.232 2.913 4.790

Entry 4:
9
Properties=species:S:1:pos:R:3 method="wB97M-V/def2-TZVPD" s2=2.008 spin_multiplicity=3 lumo_ev="1.0 / -0.6" homo_lumo_gap_ev="8.7 / 8.9"
N -1.337 -0.302 0.218
N 1.588 -0.256 0.284
N -1.304 1.024 0.186
O 1.092 0.578 -0.661
H -1.012 -0.659 -0.718
H -2.137 -0.625 0.726
H 1.705 0.335 1.066
H 1.121 -1.124 0.109
H -0.341 1.197 -0.191

Entry 5:
96
Properties=species:S:1:pos:R:3 method="wB97M-V/def2-TZVPD" de_lowest_kj_mol=1169.3 lumo_ev=-0.5 homo_lumo_gap_ev=9.2
C 2.344 -4.536 0.203
C 1.835 -4.877 1.731
C 0.730 -3.778 2.319
C 1.029 -2.298 1.678
C 0.483 -1.038 2.630
C 0.707 0.322 1.739
C 0.811 1.710 2.612
C -0.174 2.920 2.109
C -1.689 2.572 2.632
C -2.750 3.848 2.427
C -3.862 3.307 1.310
C -4.832 2.189 2.075
C -6.287 2.162 1.314
C -7.196 0.836 1.767
O -6.393 -0.428 1.679
C -7.400 -1.475 1.343
C -7.578 -2.086 -0.199
O -8.175 -1.889 2.356
O 0.211 4.019 3.056
S 1.314 5.063 2.224
O 2.788 4.508 2.113
O 1.535 6.490 2.788
O 0.820 4.918 0.568
C 0.059 3.635 0.654
C 0.632 2.772 -0.616
O 0.604 3.611 -1.824
O 1.714 3.505 -2.515
H 1.486 -4.345 -0.569
H 2.965 -5.481 -0.177
H 3.117 -3.636 0.254
H 2.779 -4.917 2.427
H 1.389 -5.972 1.711
H -0.346 -4.170 2.041
H 0.890 -3.784 3.501
H 2.193 -2.084 1.541
H 0.479 -2.273 0.625
H 0.983 -1.019 3.689
H -0.680 -1.262 2.774
H -0.075 0.425 0.857
H 1.766 0.193 1.203
H 0.451 1.429 3.715
H 1.937 2.082 2.758
H -1.608 2.446 3.817
H -2.093 1.597 2.105
H -2.213 4.771 1.894
H -3.297 4.143 3.420
H -3.220 2.720 0.496
H -4.475 4.175 0.811
H -4.889 2.472 3.222
H -4.283 1.134 2.007
H -6.863 3.140 1.656
H -6.055 2.148 0.150
H -7.638 0.984 2.849
H -8.090 0.752 0.998
H -7.099 -1.305 -0.945
H -8.745 -2.109 -0.447
H -7.131 -3.165 -0.295
H -1.013 3.967 0.247
H 1.731 2.356 -0.470
H -0.041 1.823 -0.843
H 1.468 3.565 -3.500
C 5.558 -3.742 -2.498
Br 5.980 -4.317 -0.687
Br 4.987 -5.229 -3.614
Br 4.267 -2.287 -2.513
H 6.484 -3.353 -2.933
C 9.671 -5.447 1.469
Br 9.853 -6.930 0.223
Br 7.888 -5.366 2.243
Br 11.054 -5.476 2.836
H 9.811 -4.526 0.892
C -1.648 5.581 -3.912
Br -1.098 4.897 -5.648
Br -2.135 7.462 -3.996
Br -3.062 4.502 -3.124
H -0.780 5.504 -3.248
C 8.708 -8.081 -3.726
Br 7.682 -8.857 -2.267
Br 8.527 -6.145 -3.789
Br 10.573 -8.632 -3.672
H 8.286 -8.472 -4.658
C -5.139 7.417 -7.227
Br -5.668 7.796 -5.393
Br -3.648 8.529 -7.795
Br -4.777 5.526 -7.499
H -5.991 7.675 -7.865
C -2.372 8.174 0.318
Br -0.742 7.117 0.429
Br -2.115 9.793 -0.728
Br -3.874 7.122 -0.333
H -2.620 8.487 1.338
C 4.352 -11.109 -0.790
Br 4.902 -11.793 -2.526
Br 3.865 -9.228 -0.874
Br 2.938 -12.188 -0.002
H 5.220 -11.186 -0.126

Entry 6:
13
Properties=species:S:1:pos:R:3 method="wB97M-V/def2-TZVPD" de_lowest_kj_mol=84.9 lumo_ev=0.8 smiles=Oc1ccc(O)nc1 homo_lumo_gap_ev=9.0
O 2.645 -0.284 -0.055
C 1.298 -0.229 -0.005
C 0.641 1.069 0.066
C -0.689 1.117 0.008
C -1.416 -0.165 -0.051
O -2.772 -0.043 -0.060
N -0.893 -1.408 -0.012
C 0.498 -1.385 0.016
H 2.951 0.600 -0.083
H 1.105 2.014 -0.101
H -1.241 2.018 0.023
H -3.073 -0.894 0.174
H 0.946 -2.411 0.080

Table of largest force on an atom (eV/A), in record order: 3.5; 0.6; 4.0; 5.0; 8.7; 4.0
Table of energy (eV), in record order: -23346.428; -441873.990; -45880.769; -6593.391; -1524679.341; -10850.435